DFT (the ωB97M-V functional and the def2-TZVPD basis) results for a cluster of 2 separate species, C26H23BrN2O2S in total at a distorted geometry.

Relative energy (zero: lowest compared OMol25 entry of this formula, charge and spin): 6.07 kcal/mol
HOMO level: -5.419 eV
Orbital gap: 4.1 eV

```
55
C26H23BrN2O2S | OMol25 | the ωB97M-V functional and the def2-TZVPD basis
Br 2.495 -0.114 2.588
C 0.603 -0.068 2.563
C -0.133 -1.269 2.624
C -1.522 -1.235 2.686
C -2.214 0.012 2.718
S -3.860 0.067 2.991
C -1.459 1.211 2.552
C -0.070 1.169 2.496
H 0.391 -2.220 2.628
H -2.109 -2.149 2.741
H -1.998 2.155 2.495
H 0.502 2.088 2.406
C 1.539 -6.317 5.014
O 0.227 -6.912 4.846
C -0.849 -6.330 5.439
C -2.114 -6.921 5.197
C -3.265 -6.296 5.649
C -3.191 -5.079 6.337
N -4.409 -4.483 6.750
C -4.786 -3.167 6.733
C -4.020 -2.031 6.204
C -4.758 -0.823 5.830
C -4.127 0.370 5.910
C -4.803 1.657 5.960
C -4.181 2.738 6.627
C -4.819 3.969 6.729
C -6.084 4.155 6.144
C -6.697 3.097 5.462
C -6.069 1.851 5.376
O -2.775 -2.083 6.117
N -6.022 -3.107 7.281
C -6.836 -1.934 7.545
C -6.460 -4.388 7.596
C -5.484 -5.241 7.239
C -1.941 -4.580 6.708
C -0.769 -5.170 6.241
H 2.205 -7.008 4.494
H 1.588 -5.320 4.549
H 1.818 -6.248 6.076
H -2.161 -7.842 4.625
H -4.230 -6.755 5.444
H -5.758 -0.952 5.422
H -3.057 0.382 6.123
H -3.202 2.571 7.081
H -4.336 4.790 7.265
H -6.586 5.123 6.223
H -7.675 3.239 4.994
H -6.539 1.028 4.832
H -7.556 -2.199 8.327
H -6.231 -1.092 7.895
H -7.407 -1.631 6.657
H -7.416 -4.564 8.055
H -5.443 -6.312 7.305
H -1.859 -3.714 7.355
H 0.198 -4.721 6.475
```

Löwdin population analysis, charges in e, atoms 1 to 5: atom 1 (Br): 0.667, atom 2 (C): -0.722, atom 3 (C): -0.153, atom 4 (C): -0.136, atom 5 (C): -0.794

---

DFT (the ωB97M-V functional and the def2-TZVPD basis) results for a structure of composition C26H23ClN4O5PtS at a distorted geometry.

Relative energy (zero: lowest compared OMol25 entry of this formula, charge and spin): 2.76 kcal/mol
HOMO level: -8.337 eV
Orbital gap: 7.8 eV

```
61
C26H23ClN4O5PtS | OMol25 | the ωB97M-V functional and the def2-TZVPD basis
Pt -0.463 -0.392 -1.554
O 3.653 -1.067 -1.216
C 2.499 -1.445 -1.348
O 1.605 -0.773 -1.994
C 2.089 -2.747 -0.678
C 3.044 -3.440 0.062
C 2.703 -4.583 0.772
C 1.394 -5.041 0.776
C 0.464 -4.332 0.038
C 0.780 -3.223 -0.711
N -0.955 -4.763 0.072
O -1.208 -5.833 0.587
O -1.773 -4.023 -0.439
H 4.055 -3.054 0.076
H 3.455 -5.113 1.340
H 1.092 -5.912 1.337
H 0.051 -2.672 -1.300
S -0.001 -0.387 4.937
C -0.147 -0.385 3.162
C 0.898 0.045 2.358
C 0.746 0.024 0.988
N -0.384 -0.412 0.403
C -1.393 -0.839 1.175
C -1.307 -0.840 2.553
C -0.274 1.349 5.230
C -1.553 1.886 5.244
C -1.699 3.243 5.484
N -0.682 4.069 5.714
C 0.537 3.541 5.711
C 0.795 2.198 5.475
H 1.824 0.394 2.787
H 1.525 0.367 0.324
H -2.267 -1.206 0.663
H -2.136 -1.203 3.142
H -2.419 1.261 5.075
H -2.688 3.686 5.496
H 1.357 4.222 5.905
H 1.808 1.821 5.487
Cl -2.338 -2.381 -3.812
C -2.168 -0.670 -4.111
C -1.967 -0.264 -5.425
C -1.852 1.083 -5.705
C -1.926 2.030 -4.686
C -2.123 1.619 -3.385
C -2.270 0.255 -3.062
C -2.422 -0.154 -1.639
H -1.907 -1.008 -6.206
H -1.700 1.398 -6.729
H -1.824 3.083 -4.911
H -2.146 2.337 -2.577
H -2.940 -1.105 -1.494
H -2.856 0.627 -1.013
C 1.513 4.281 -2.008
C 1.297 2.794 -1.866
N 2.324 1.995 -2.219
O 0.230 2.333 -1.472
H 2.563 4.567 -1.983
H 0.973 4.787 -1.212
H 1.093 4.601 -2.963
H 3.196 2.395 -2.513
H 2.227 0.980 -2.147
```

Löwdin population analysis, charges in e, atoms 1 to 5: atom 1 (Pt): 1.063, atom 2 (O): 0.046, atom 3 (C): -0.618, atom 4 (O): -0.224, atom 5 (C): -0.111

---

DFT (the ωB97M-V functional and the def2-TZVPD basis) results for a structure of composition C26H23F4N at a distorted geometry.

Relative energy (zero: lowest compared OMol25 entry of this formula, charge and spin): 253.27 kcal/mol
HOMO level: -7.715 eV
Orbital gap: 8.2 eV

```
54
C26H23F4N | OMol25 | the ωB97M-V functional and the def2-TZVPD basis
F 25.194 14.577 -4.173
C 24.486 13.482 -4.250
C 23.533 13.137 -3.285
C 22.817 11.915 -3.307
C 23.232 10.907 -4.129
C 24.254 11.172 -5.068
C 24.851 12.431 -5.135
H 23.140 13.900 -2.629
H 21.997 11.665 -2.651
H 22.686 9.975 -4.120
H 24.586 10.427 -5.776
H 25.578 12.686 -5.892
F 19.683 15.141 3.060
C 20.823 14.779 2.406
C 20.993 14.887 0.996
C 22.214 14.369 0.460
C 23.107 13.671 1.258
C 22.911 13.569 2.603
C 21.696 14.063 3.170
H 20.277 15.392 0.364
H 22.399 14.487 -0.598
H 23.868 13.149 0.695
H 23.611 13.065 3.252
H 21.561 14.119 4.240
F 18.684 14.775 0.052
C 18.528 16.107 0.151
C 18.618 16.694 1.387
C 18.479 18.096 1.568
C 18.107 18.815 0.429
C 18.220 18.231 -0.866
C 18.447 16.880 -1.012
H 18.745 16.052 2.246
H 18.709 18.711 2.425
H 17.873 19.857 0.593
H 18.120 18.970 -1.648
H 18.612 16.535 -2.022
F 18.861 8.858 -1.893
C 20.179 9.000 -2.010
C 20.868 8.010 -2.774
C 22.224 8.230 -2.929
C 22.865 9.388 -2.452
C 22.155 10.299 -1.667
C 20.800 10.143 -1.447
H 20.297 7.146 -3.079
H 22.818 7.470 -3.415
H 23.943 9.451 -2.468
H 22.709 11.147 -1.293
H 20.211 10.801 -0.826
C 19.461 13.406 -1.192
C 20.826 12.795 -1.264
N 21.894 12.348 -1.362
H 19.237 13.865 -0.229
H 18.620 12.742 -1.389
H 19.519 14.340 -1.750
```

Löwdin population analysis, charges in e, atoms 1 to 5: atom 1 (F): 0.093, atom 2 (C): -0.297, atom 3 (C): 0.032, atom 4 (C): -0.103, atom 5 (C): -0.103

---

DFT (the ωB97M-V functional and the def2-TZVPD basis) results for an isolated molecule of C26H23N5O2 at a distorted geometry.

HOMO level: -8.194 eV
Orbital gap: 8.5 eV

```
56
C26H23N5O2 | OMol25 | the ωB97M-V functional and the def2-TZVPD basis
C -0.055 -0.607 1.112
C 0.620 -1.779 0.468
C 0.700 -2.978 1.165
C 1.296 -4.098 0.617
C 1.827 -4.033 -0.659
C 1.764 -2.844 -1.360
C 1.172 -1.711 -0.814
C 1.120 -0.455 -1.650
N 1.604 0.715 -0.958
C 2.825 0.846 -0.347
C 3.897 -0.039 -0.307
C 5.022 0.350 0.387
C 5.094 1.587 1.034
C 4.037 2.470 1.005
C 2.888 2.103 0.309
C 1.628 2.732 0.077
C 1.003 3.930 0.482
N -0.228 4.184 0.173
N -0.921 3.328 -0.574
C -2.313 3.683 -0.783
C -3.225 2.836 0.129
O -3.680 3.267 1.168
N -3.461 1.605 -0.347
C -4.180 0.612 0.415
C -3.547 -0.746 0.256
C -3.640 -1.717 1.248
C -3.042 -2.947 1.031
C -2.375 -3.168 -0.164
C -2.345 -2.139 -1.091
N -2.913 -0.965 -0.888
C -0.456 2.150 -1.124
O -1.167 1.478 -1.873
C 0.885 1.845 -0.711
H -0.666 -0.938 1.949
H 0.681 0.101 1.495
H -0.697 -0.088 0.404
H 0.278 -3.032 2.159
H 1.343 -5.018 1.181
H 2.290 -4.901 -1.104
H 2.182 -2.793 -2.357
H 1.715 -0.603 -2.559
H 0.087 -0.243 -1.948
H 3.847 -0.998 -0.797
H 5.870 -0.316 0.435
H 5.996 1.849 1.566
H 4.092 3.424 1.505
H 1.502 4.676 1.079
H -2.424 4.732 -0.511
H -2.569 3.512 -1.831
H -2.952 1.253 -1.157
H -5.221 0.555 0.062
H -4.200 0.923 1.464
H -4.165 -1.507 2.168
H -3.091 -3.720 1.784
H -1.888 -4.109 -0.369
H -1.841 -2.254 -2.042
```

Löwdin population analysis, charges in e, atoms 1 to 5: atom 1 (C): -0.008, atom 2 (C): -0.218, atom 3 (C): -0.054, atom 4 (C): -0.085, atom 5 (C): -0.085

---

DFT (the ωB97M-V functional and the def2-TZVPD basis) results for a structure of composition C26H24As2AuTe4.

Charge: +1
HOMO level (alpha / beta): -10.719 / -10.713 eV
Multiplicity: 3
Orbital gap (alpha / beta): 7.0 / 5.0 eV

```
57
C26H24As2AuTe4 | OMol25 | the ωB97M-V functional and the def2-TZVPD basis
Au 0.129 3.096 -0.636
C -1.624 0.049 -1.199
C -1.710 0.290 0.300
As 0.030 -0.092 1.199
C -0.210 0.876 2.880
C 0.920 0.969 3.691
C 0.841 1.530 4.954
C -0.368 2.048 5.402
C -1.488 1.999 4.587
C -1.410 1.401 3.339
C -0.497 -1.870 1.845
C -0.871 -2.157 3.151
C -1.331 -3.421 3.482
C -1.421 -4.407 2.515
C -1.033 -4.135 1.214
C -0.563 -2.878 0.887
As -0.221 1.126 -2.021
C -0.402 0.740 -3.913
C -1.398 -0.089 -4.413
C -1.343 -0.514 -5.731
C -0.307 -0.106 -6.552
C 0.668 0.751 -6.066
C 0.623 1.173 -4.750
C 1.424 0.148 -1.724
C 2.542 0.824 -1.251
C 3.724 0.149 -1.007
C 3.793 -1.216 -1.234
C 2.691 -1.895 -1.731
C 1.514 -1.213 -1.987
H -2.577 0.320 -1.678
H -1.429 -1.012 -1.406
H -2.496 -0.336 0.735
H -1.974 1.340 0.480
H 1.863 0.568 3.327
H 1.709 1.541 5.599
H -0.437 2.468 6.395
H -2.431 2.393 4.939
H -2.302 1.323 2.731
H -0.807 -1.394 3.917
H -1.627 -3.634 4.498
H -1.788 -5.387 2.775
H -1.099 -4.902 0.459
H -0.230 -2.667 -0.125
H -2.217 -0.411 -3.781
H -2.106 -1.176 -6.111
H -0.256 -0.461 -7.570
H 1.469 1.076 -6.712
H 1.388 1.835 -4.352
H 2.473 1.896 -1.071
H 4.589 0.686 -0.645
H 4.709 -1.750 -1.032
H 2.756 -2.955 -1.926
H 0.657 -1.732 -2.410
Te -2.396 4.455 0.799
Te -1.273 5.931 2.667
Te 0.982 4.575 3.306
Te 2.146 4.235 0.962
```

Löwdin population analysis, charges in e, atoms 1 to 5: atom 1 (Au): 0.110, atom 2 (C): -0.437, atom 3 (C): -0.460, atom 4 (As): 1.325, atom 5 (C): -0.442

---

DFT (the ωB97M-V functional and the def2-TZVPD basis) results for a structure of composition C26H24BHfN9Te4 at a distorted geometry.

Relative energy (zero: lowest compared OMol25 entry of this formula, charge and spin): 42.97 kcal/mol
Charge: +1
HOMO level (alpha / beta): -9.774 / -9.879 eV
Multiplicity: 2
Orbital gap (alpha / beta): 6.5 / 5.9 eV

```
65
C26H24BHfN9Te4 | OMol25 | the ωB97M-V functional and the def2-TZVPD basis
Hf -0.934 0.479 -0.792
C -0.169 -2.263 -4.295
C -1.040 -1.518 -3.521
N -0.480 -1.191 -2.280
N 0.696 -1.823 -2.306
C 0.933 -2.511 -3.452
B 1.539 -1.940 -1.032
N 2.200 -0.576 -0.853
C 3.361 -0.105 -0.505
C 3.330 1.245 -0.462
C 2.012 1.593 -0.767
N 1.354 0.500 -1.025
N 0.601 -2.208 0.253
C 0.783 -3.097 1.257
C 0.050 -2.673 2.322
C -0.665 -1.565 1.879
N -0.311 -1.259 0.633
N 2.556 -3.035 -1.297
C 3.624 -2.960 -2.121
C 3.902 -4.159 -2.662
C 2.857 -4.954 -2.175
N 2.110 -4.281 -1.277
H -0.390 -2.779 -5.226
H -2.083 -1.260 -3.762
H 1.853 -2.965 -3.647
H 4.115 -0.851 -0.150
H 4.065 1.943 -0.082
H 1.441 2.530 -0.692
H 1.385 -3.952 1.026
H -0.057 -3.138 3.291
H -1.267 -0.867 2.487
H 4.228 -2.099 -2.113
H 4.800 -4.386 -3.251
H 2.597 -5.984 -2.376
Te -1.232 2.235 -3.753
Te 0.722 3.836 -4.981
Te 0.739 2.373 -7.177
Te -1.325 3.312 -1.288
C -3.064 0.129 -1.433
C -3.258 -0.329 -0.093
C -3.228 0.596 0.952
C -3.446 0.257 2.323
C -3.592 -1.053 2.692
C -3.596 -2.018 1.604
C -3.401 -1.656 0.298
H -3.380 -0.618 -2.196
H -3.595 1.065 -1.602
H -3.236 1.682 0.789
H -3.425 0.933 3.196
H -3.941 -1.391 3.652
H -3.858 -3.033 1.830
H -3.465 -2.426 -0.444
N -0.200 1.656 1.181
C -0.173 2.334 2.097
C 0.059 3.481 2.957
C -0.511 4.653 2.399
C -0.516 5.863 3.117
C 0.217 5.976 4.270
C 0.768 4.828 4.818
C 0.684 3.599 4.249
H -1.218 4.561 1.552
H -1.113 6.694 2.654
H 0.290 6.944 4.763
H 1.223 4.881 5.808
H 1.077 2.742 4.739
```

Löwdin population analysis, charges in e, atoms 1 to 5: atom 1 (Hf): 1.249, atom 2 (C): -0.013, atom 3 (C): -0.130, atom 4 (N): -0.077, atom 5 (N): -0.002